# 1
Here is a 3-piece molecular cluster, C5H11N overall from OMol25. Energies are from ωB97M-V/def2-TZVPD.

```
! wB97M-V def2-TZVPD RIJCOSX def2/J DEFGRID3
* xyz 0 1
H 0.5602 2.4139 -1.2202
H 1.9134 -0.5088 1.5800
H 1.1042 -1.8373 0.7142
H -1.2504 1.5056 1.5732
H -1.1457 -0.9116 1.2767
C -1.2314 -0.2728 -1.9545
H 1.0730 0.1426 -2.6962
H 0.4106 1.9950 -0.6218
H 0.5821 1.5664 1.8376
N -0.1508 -1.2604 -1.5407
C 0.1834 -0.2817 -2.2479
C -0.2325 -0.3499 1.4760
H 1.0393 -1.7617 2.4805
H -1.9557 -0.6257 -2.6871
H -1.6232 0.3706 -1.1670
C -0.3058 0.9710 1.6306
C 1.0294 -1.1549 1.5666
*
```

Summary:
SMILES: C1=NC1.[H][H].C=CC
gap between HOMO and LUMO: 10.78 eV
energy relative to the best compared isomer or geometry (same formula, charge and spin): 380.0 kJ/mol
LUMO energy: 0.04575 hartree
energy: -251.71779 hartree

Löwdin atomic charge list, values in e, 4 entries:
1. H 0.06
2. H 0.07
3. H 0.05
4. H 0.05

# 2
Here is one molecule with the formula C4H7NO2 from OMol25. Energies are from ωB97M-V/def2-TZVPD.

```
! wB97M-V def2-TZVPD RIJCOSX def2/J DEFGRID3
* xyz 0 1
H 1.2379 1.8556 -0.5065
C -1.5700 0.2529 -0.2361
H -2.0327 0.6712 -1.1300
O -2.1355 -0.7831 0.3364
H 1.7769 -2.1772 0.0534
C 0.7957 0.9475 -0.1294
C 1.5307 -0.1777 -0.1546
H 0.1960 -1.6555 0.3144
O -1.4930 -1.3668 -0.8472
H 2.5363 -0.1143 -0.5563
H -0.8881 2.1207 0.4596
H -0.5651 0.7639 1.5576
C -0.5745 1.0747 0.5094
N 1.1856 -1.4119 0.3293
*
```

Summary:
SMILES: N/C=C\CC1OO1
gap between HOMO and LUMO: 8.91 eV
energy relative to the best compared isomer or geometry (same formula, charge and spin): 559.4 kJ/mol
LUMO energy: 0.02453 hartree
energy: -361.66781 hartree

Löwdin atomic charge list, values in e, 4 entries:
1. H 0.08
2. C -0.20
3. H 0.14
4. O -0.05

# 3
Here is a 2-piece molecular cluster, C3H7NS2 overall from OMol25. Energies are from ωB97M-V/def2-TZVPD.

```
! wB97M-V def2-TZVPD RIJCOSX def2/J DEFGRID3
* xyz 0 1
C 0.1856 -1.3778 -0.1592
H 0.9053 1.7200 -1.2846
S -1.2207 -1.8501 -0.8577
H -2.2179 0.9550 0.6166
H 1.9307 -1.5067 0.7983
C 0.0741 0.6257 0.4450
H 0.1805 0.4215 1.5447
H 1.3167 -2.9588 -0.0956
N 1.3222 -1.9714 0.0742
S 1.5428 1.3471 -0.2373
C -1.2600 1.2852 0.0616
H -1.5156 0.9202 -1.0544
H -1.2438 2.3901 0.1485
*
```

Summary:
gap between HOMO and LUMO: 8.24 eV
energy relative to the best compared isomer or geometry (same formula, charge and spin): 219.8 kJ/mol
LUMO energy: 0.02278 hartree
energy: -969.55362 hartree

Löwdin atomic charge list, values in e, 4 entries:
1. C -0.84
2. H -0.17
3. S 0.58
4. H 0.09

# 4
Here is one molecule with the formula C3H4Cl3NO2 from OMol25. Energies are from ωB97M-V/def2-TZVPD.

```
! wB97M-V def2-TZVPD RIJCOSX def2/J DEFGRID3
* xyz 0 1
C -1.3488 0.7027 0.0107
Cl -1.4846 0.6780 1.7343
H 1.1783 1.2340 0.9682
O -0.4367 -2.2469 -0.9775
O 0.1720 -1.9084 1.0537
Cl -1.1113 2.3029 -0.5675
C 0.2099 -0.1610 -0.4052
N 0.0577 -1.5595 -0.0905
H 2.0693 0.9794 -0.4680
H 1.9844 -0.1981 0.7945
C 1.4123 0.5280 0.2679
Cl -2.5948 -0.3169 -0.8313
H -0.1077 -0.0343 -1.4893
*
```

Summary:
SMILES: C[C@@H]([N+](=O)[O-])C(Cl)(Cl)Cl
gap between HOMO and LUMO: 10.41 eV
energy relative to the best compared isomer or geometry (same formula, charge and spin): 413.3 kJ/mol
LUMO energy: -0.01230 hartree
energy: -1702.37886 hartree

Löwdin atomic charge list, values in e, 4 entries:
1. C -1.56
2. Cl 0.64
3. H 0.02
4. O 0.03

# 5
Here is C23H40BN6OS4TeTl as an isolated structure from OMol25. Energies are from ωB97M-V/def2-TZVPD.

```
! wB97M-V def2-TZVPD RIJCOSX def2/J DEFGRID3
* xyz -2 1
H 2.5999 -3.3305 -0.6611
C 3.7805 -1.2195 1.6191
H -0.9509 -3.4236 -2.5938
H 4.1376 -5.0718 1.4476
N 1.4918 2.0879 0.3229
H -0.5563 3.2664 -3.1062
S -1.5357 3.2796 0.8840
H 2.3814 -3.9281 3.5939
Tl -2.0761 -0.6729 -0.5676
H 3.9117 0.9692 1.6705
C 1.6411 3.4612 0.2644
H -3.9376 2.5381 0.6812
C 3.3541 0.0494 1.6839
O -2.7624 -1.2266 -4.7146
C -1.0001 -2.5826 -3.2856
H -3.9812 0.7799 0.5715
S -0.0877 -1.7562 1.5838
C 2.0917 -3.8889 0.1302
H -3.0415 -4.4262 -3.2436
C 4.1387 -3.9839 1.5231
H 2.0085 -5.2857 2.5051
H -3.6796 2.7000 4.4102
H 1.3056 1.7581 -5.0848
H 4.7791 -1.5980 1.5436
H 2.2257 -4.9610 -0.0366
C -4.4576 0.3080 3.2398
C -1.7008 0.4991 3.5939
H -4.3761 -3.6294 -4.1114
N -0.1586 1.3438 2.2623
H 0.4646 4.7078 -3.1473
H -5.1598 2.9394 3.4546
H 0.4139 0.0052 3.8449
H -2.8160 -3.8982 -4.9663
N 1.6546 2.6644 -1.7851
H -0.6270 -2.8376 -4.2796
Te -3.5218 -2.8585 0.2951
C 0.3395 3.7025 -3.5509
H 2.7723 3.6041 -4.8476
C -4.2986 1.6377 1.1679
H -2.2535 -0.0948 4.2950
H -4.3658 0.3125 4.3276
S -2.7194 -2.0859 -3.4819
S 1.5502 -0.0586 -1.3936
C -1.3357 1.8961 1.8706
C 2.6847 -3.5112 1.4922
B 1.2997 1.4295 1.7316
H 0.8887 -3.9129 2.6307
N 1.9788 0.0367 1.7728
H -0.4458 -1.7377 -2.8727
C -0.3871 0.5230 3.3480
H -4.0498 -0.6250 2.8511
C 1.5388 1.5754 -0.9505
C -4.0776 2.7871 3.3960
C 1.5265 -1.2290 1.7427
H -3.6179 3.6462 2.9069
H 4.6373 -3.7051 2.4545
C 1.3408 1.4979 -4.0222
H 0.1943 3.7792 -4.6309
C 1.5473 2.8033 -3.2590
H -5.3909 1.6498 1.2078
C 1.7509 3.8262 -1.0138
H -5.5187 0.3395 2.9935
C -3.2934 -3.6904 -4.0073
H 2.1449 0.7893 -3.8460
H 1.9270 2.1417 2.4996
H 4.7091 -3.5901 0.6799
H 1.6269 4.0618 1.1550
H 3.6876 2.7976 -3.5583
H 1.8449 4.8053 -1.4440
H 3.0256 4.4184 -3.2963
H 0.4065 1.0114 -3.7466
C 2.8395 3.4524 -3.7675
C -3.7722 1.5185 2.5980
N 2.6478 -2.0302 1.6774
H 1.0301 -3.6481 0.0872
C 1.9370 -4.2019 2.6323
N -2.3041 1.2993 2.6287
*
```

Summary:
gap between HOMO and LUMO: 4.28 eV
LUMO energy: 0.15622 hartree
energy: -3362.44884 hartree

Löwdin atomic charge list, values in e, 4 entries:
1. H 0.08
2. C -0.07
3. H 0.05
4. H 0.08

- Number 2 is which compound?
  C4H7NO2

- Which of these has the highest energy?
  C5H11N

What did the first record say?
Here is a 3-piece molecular cluster, C5H11N overall from OMol25. Energies are from ωB97M-V/def2-TZVPD.

```
! wB97M-V def2-TZVPD RIJCOSX def2/J DEFGRID3
* xyz 0 1
H 0.5602 2.4139 -1.2202
H 1.9134 -0.5088 1.5800
H 1.1042 -1.8373 0.7142
H -1.2504 1.5056 1.5732
H -1.1457 -0.9116 1.2767
C -1.2314 -0.2728 -1.9545
H 1.0730 0.1426 -2.6962
H 0.4106 1.9950 -0.6218
H 0.5821 1.5664 1.8376
N -0.1508 -1.2604 -1.5407
C 0.1834 -0.2817 -2.2479
C -0.2325 -0.3499 1.4760
H 1.0393 -1.7617 2.4805
H -1.9557 -0.6257 -2.6871
H -1.6232 0.3706 -1.1670
C -0.3058 0.9710 1.6306
C 1.0294 -1.1549 1.5666
*
```

Summary:
SMILES: C1=NC1.[H][H].C=CC
gap between HOMO and LUMO: 10.78 eV
energy relative to the best compared isomer or geometry (same formula, charge and spin): 380.0 kJ/mol
LUMO energy: 0.04575 hartree
energy: -251.71779 hartree

Löwdin atomic charge list, values in e, 4 entries:
1. H 0.06
2. H 0.07
3. H 0.05
4. H 0.05